[1]
# C3H6N2O3

One molecule with the formula C3H6N2O3 at a distorted geometry (ωB97M-V/def2-TZVPD, the Open Molecules 2025 dataset).

Results
HOMO level = -9.9 eV
SMILES string = CNC(=O)NC(=O)O
ΔE to the lowest compared entry with this formula, charge and spin = 54.0 kcal per mole

The geometry in XYZ format:
```
14
Properties=species:S:1:pos:R:3:forces:R:3
C -1.384737 -1.201249 -0.055912 0.206 -0.420 -0.349
N -0.071058 -0.758088 0.404965 -0.534 -0.138 0.561
C 1.129042 -0.711640 -0.451072 0.407 -1.174 2.428
O 1.938456 -1.616472 -0.442928 -0.536 0.456 -0.984
N 1.238596 0.578586 -0.733547 -2.007 0.725 0.144
C 0.031406 1.272616 0.082948 1.810 2.157 -2.627
O -1.025430 1.621457 -0.394640 0.776 -1.379 0.159
O 0.672085 2.124973 0.937900 0.315 -0.529 0.572
H -1.299751 -2.168104 -0.553180 -0.169 -0.122 0.044
H -1.796362 -0.483995 -0.754381 -0.015 0.182 -0.040
H -2.050542 -1.277233 0.804444 0.093 -0.022 -0.080
H 0.188786 -1.302428 1.225747 0.061 0.174 -0.122
H 2.175636 0.929915 -0.864579 -0.185 0.540 -0.078
H 0.253873 2.991664 0.794236 -0.222 -0.450 0.371
```
Positions in Å, forces in eV/Å.

=====

[2]
# C3H6N2O3

One molecule with the formula C3H6N2O3 at a distorted geometry (ωB97M-V/def2-TZVPD, the Open Molecules 2025 dataset).

Results
HOMO level = -8.6 eV
SMILES string = CC(=O)O[C@H](N)N=O
ΔE to the lowest compared entry with this formula, charge and spin = 94.2 kcal per mole

The geometry in XYZ format:
```
14
Properties=species:S:1:pos:R:3:forces:R:3
C -1.822819 0.708990 0.636038 0.026 -0.061 -0.127
C -0.767550 0.554154 -0.418400 -0.472 0.170 -0.175
O -0.863291 0.907986 -1.559654 0.000 -0.130 0.038
O 0.344962 -0.020732 0.098928 0.322 -0.312 0.303
C 1.520959 0.108440 -0.650355 -0.101 -0.043 -1.017
N 2.386432 -1.048177 -0.347764 -1.011 2.213 0.036
N 1.645117 1.821352 -0.507790 1.398 -1.266 0.557
O 2.720331 2.295514 -0.391509 -0.514 -0.502 -0.124
H -2.801436 0.765081 0.170656 -0.013 -0.018 -0.025
H -1.630883 1.645899 1.156395 0.019 0.056 0.063
H -1.773823 -0.100527 1.356000 -0.028 -0.065 0.077
H 1.309951 0.114202 -1.729685 0.069 -0.109 0.241
H 3.308272 -0.927568 -0.743024 0.091 0.012 0.016
H 2.434363 -1.200593 0.649875 0.215 0.054 0.137
```
Positions in Å, forces in eV/Å.

=====

[3]
# C3H6N2O3

One molecule with the formula C3H6N2O3 at a distorted geometry (ωB97M-V/def2-TZVPD, the Open Molecules 2025 dataset).

Results
HOMO level = -9.8 eV
SMILES string = NC(=O)CNC(=O)O
ΔE to the lowest compared entry with this formula, charge and spin = 24.1 kcal per mole

The geometry in XYZ format:
```
14
Properties=species:S:1:pos:R:3:forces:R:3
N 2.130303 0.289927 1.362582 3.665 0.382 2.325
C 1.157245 -0.601659 1.506666 -3.593 -0.204 0.063
O 0.829405 -1.052852 2.591461 0.860 -0.432 -0.507
C 0.166592 -0.886448 0.291571 -0.438 1.287 0.250
N -0.029907 0.326918 -0.593474 0.190 -0.240 0.360
C -1.092264 0.590655 -1.434993 0.163 1.708 -1.026
O -1.096327 1.578051 -2.183561 -0.027 -1.755 1.126
O -2.132042 -0.281245 -1.368600 -1.859 1.071 -1.485
H 2.435137 0.785738 0.574173 -0.243 0.205 -1.515
H 2.929118 0.299533 2.078825 -2.195 -0.155 -1.080
H -0.813734 -1.295610 0.737295 1.668 0.905 -0.881
H 0.624852 -1.571795 -0.382266 0.279 -1.295 -0.061
H 0.840526 0.820558 -0.887259 -1.471 -0.559 0.332
H -2.916380 0.076749 -1.998393 2.998 -0.917 2.099
```
Positions in Å, forces in eV/Å.

=====

Copy entry 2 word for word.
# C3H6N2O3

One molecule with the formula C3H6N2O3 at a distorted geometry (ωB97M-V/def2-TZVPD, the Open Molecules 2025 dataset).

Results
HOMO level = -8.6 eV
SMILES string = CC(=O)O[C@H](N)N=O
ΔE to the lowest compared entry with this formula, charge and spin = 94.2 kcal per mole

The geometry in XYZ format:
```
14
Properties=species:S:1:pos:R:3:forces:R:3
C -1.822819 0.708990 0.636038 0.026 -0.061 -0.127
C -0.767550 0.554154 -0.418400 -0.472 0.170 -0.175
O -0.863291 0.907986 -1.559654 0.000 -0.130 0.038
O 0.344962 -0.020732 0.098928 0.322 -0.312 0.303
C 1.520959 0.108440 -0.650355 -0.101 -0.043 -1.017
N 2.386432 -1.048177 -0.347764 -1.011 2.213 0.036
N 1.645117 1.821352 -0.507790 1.398 -1.266 0.557
O 2.720331 2.295514 -0.391509 -0.514 -0.502 -0.124
H -2.801436 0.765081 0.170656 -0.013 -0.018 -0.025
H -1.630883 1.645899 1.156395 0.019 0.056 0.063
H -1.773823 -0.100527 1.356000 -0.028 -0.065 0.077
H 1.309951 0.114202 -1.729685 0.069 -0.109 0.241
H 3.308272 -0.927568 -0.743024 0.091 0.012 0.016
H 2.434363 -1.200593 0.649875 0.215 0.054 0.137
```
Positions in Å, forces in eV/Å.